Here is 2 unconnected molecules or ions with the total composition C2H4O2 in a non-equilibrium geometry from the OMol25 dataset. Energies are from ωB97M-V/def2-TZVPD.

```
8
C2H4O2 | the OMol25 dataset | ωB97M-V/def2-TZVPD
C -1.225 0.109 -0.788
O -1.381 -0.827 0.116
H -2.076 0.396 -1.430
H -0.306 0.586 -1.253
C 1.401 -0.082 0.818
O 0.907 1.005 0.542
H 0.818 -0.839 0.240
H 1.863 -0.348 1.755
```

Calculated values
Kohn-Sham gap (eV): 9.90
HOMO level (eV): -9.701
Energy (eV): -6230.713
SMILES: C=O.C=O
Relative energy (zero: lowest compared OMol25 entry of this formula, charge and spin) (kJ/mol): 346.8

***

Here is 2 unconnected molecules or ions with the total composition C3H10N2O in a non-equilibrium geometry from the OMol25 dataset. Energies are from ωB97M-V/def2-TZVPD.

```
16
C3H10N2O | the OMol25 dataset | ωB97M-V/def2-TZVPD
C 1.508 -1.357 -0.104
C 0.208 -0.693 -0.430
N -0.270 0.047 0.739
C -1.494 0.422 0.860
N -2.659 0.160 0.147
H 2.186 -0.610 0.616
H 1.993 -1.650 -1.086
H 1.294 -2.155 0.694
H -0.442 -1.529 -0.686
H 0.333 0.106 -1.202
H -1.631 1.331 1.568
H -2.589 -0.467 -0.685
H -3.210 0.962 -0.035
O 1.642 1.824 -0.530
H 1.135 1.188 -0.005
H 1.995 2.422 0.141
```

Calculated values
Kohn-Sham gap (eV): 10.39
HOMO level (eV): -9.514
Energy (eV): -8299.601
SMILES: CC/N=C\N.O
Relative energy (zero: lowest compared OMol25 entry of this formula, charge and spin) (kJ/mol): 183.6

***

Here is a gas-phase ion, C4H10N2O (charge -1) in a non-equilibrium geometry from the OMol25 dataset. Energies are from ωB97M-V/def2-TZVPD.

```
17
C4H10N2O | the OMol25 dataset | ωB97M-V/def2-TZVPD
N -1.324 -0.587 -2.189
C -1.054 -0.121 -0.802
C 0.290 0.505 -0.633
N 0.901 0.456 0.581
C 0.180 0.200 1.877
C 0.370 -1.158 2.461
O 0.863 1.030 -1.591
H -0.639 -1.305 -2.377
H -1.342 0.202 -2.823
H -1.201 -1.005 -0.180
H -1.873 0.562 -0.575
H 1.725 1.005 0.772
H 0.755 0.887 2.547
H -0.843 0.520 1.709
H 0.736 -1.166 3.512
H -0.499 -1.821 2.423
H 1.209 -1.727 2.050
```

Calculated values
Kohn-Sham gap (spin up / spin down) (eV): 2.78 / 9.90
Net charge: -1
HOMO level (spin up / spin down) (eV): 1.182 / -5.973
Energy (eV): -9336.434
Spin multiplicity: 2
Relative energy (zero: lowest compared OMol25 entry of this formula, charge and spin) (kJ/mol): 39.3

***

Here is 7 unconnected molecules or ions with the total composition C21H56O21S7 in a non-equilibrium geometry from the OMol25 dataset. Energies are from ωB97M-V/def2-TZVPD.

```
105
C21H56O21S7 | the OMol25 dataset | ωB97M-V/def2-TZVPD
C 2.457 -10.118 -1.587
C 1.137 -9.644 -2.005
O 0.468 -8.834 -0.974
S -1.087 -9.250 -0.621
C -1.701 -7.457 -0.668
O -1.700 -10.032 -1.735
O -1.013 -9.769 0.792
H 2.461 -10.881 -0.808
H 3.101 -9.239 -1.568
H 2.898 -10.715 -2.385
H 1.157 -9.121 -2.961
H 0.641 -10.580 -2.265
H -2.787 -7.463 -0.576
H -1.250 -7.043 -1.570
H -1.360 -6.974 0.248
C -6.304 -0.707 5.333
C -6.601 0.708 4.730
O -6.300 0.819 3.438
S -7.490 0.692 2.335
C -8.330 2.363 2.479
O -6.766 0.735 1.016
O -8.448 -0.389 2.700
H -5.277 -0.624 5.688
H -6.401 -1.568 4.672
H -6.785 -0.953 6.280
H -7.579 1.089 5.022
H -5.971 1.448 5.224
H -7.514 3.083 2.537
H -8.916 2.224 3.387
H -9.020 2.424 1.637
C 5.536 -1.824 5.721
C 5.928 -1.788 4.272
O 5.601 -3.158 3.804
S 6.858 -3.874 3.035
C 6.923 -2.525 1.644
O 8.009 -3.745 3.944
O 6.332 -5.147 2.526
H 6.191 -2.468 6.307
H 4.520 -1.994 6.078
H 5.777 -0.886 6.222
H 5.312 -1.029 3.789
H 6.987 -1.545 4.180
H 5.911 -2.199 1.405
H 7.246 -3.135 0.800
H 7.689 -1.795 1.905
C 2.747 5.375 8.517
C 1.849 5.303 7.245
O 1.686 6.509 6.530
S 1.332 6.419 4.925
C 3.026 5.876 4.347
O 0.352 5.356 4.665
O 1.122 7.737 4.418
H 2.460 6.263 9.079
H 3.802 5.484 8.262
H 2.559 4.465 9.087
H 2.200 4.571 6.518
H 0.839 4.965 7.479
H 3.106 5.843 3.261
H 3.344 4.929 4.782
H 3.605 6.672 4.815
C 2.526 9.024 -3.146
C 3.471 10.095 -3.558
O 2.618 11.184 -3.815
S 2.786 12.570 -2.855
C 2.587 11.843 -1.122
O 4.221 13.022 -2.995
O 1.648 13.501 -2.871
H 1.872 9.366 -2.345
H 3.001 8.095 -2.827
H 1.893 8.690 -3.969
H 4.180 10.421 -2.798
H 4.065 9.969 -4.464
H 1.781 11.120 -0.998
H 2.376 12.687 -0.465
H 3.510 11.387 -0.765
C -0.362 0.150 1.671
C 0.449 0.684 0.491
O 0.540 -0.374 -0.418
S 0.389 -0.047 -2.012
C -1.450 0.235 -1.989
O 0.994 1.284 -2.202
O 0.832 -1.186 -2.777
H -1.413 0.012 1.417
H -0.333 0.807 2.540
H -0.059 -0.861 1.946
H 0.096 1.634 0.092
H 1.501 0.880 0.702
H -1.861 -0.739 -1.722
H -1.675 0.602 -2.991
H -1.790 1.090 -1.404
C -6.160 -6.910 -10.779
C -4.985 -6.911 -9.776
O -4.496 -5.595 -9.562
S -3.658 -5.170 -8.219
C -1.998 -4.972 -9.041
O -4.130 -3.888 -7.682
O -3.708 -6.309 -7.283
H -6.892 -7.702 -10.620
H -5.751 -6.846 -11.788
H -6.622 -5.933 -10.636
H -5.258 -7.443 -8.864
H -4.147 -7.482 -10.176
H -1.972 -5.750 -9.803
H -1.346 -5.196 -8.196
H -1.840 -3.920 -9.280
```

Calculated values
Kohn-Sham gap (eV): 10.63
HOMO level (eV): -10.714
Energy (eV): -141519.724
SMILES: CCOS(C)(=O)=O.CCOS(C)(=O)=O.CCOS(C)(=O)=O.CCOS(C)(=O)=O.CCOS(C)(=O)=O.CCOS(C)(=O)=O.CCOS(C)(=O)=O
Relative energy (zero: lowest compared OMol25 entry of this formula, charge and spin) (kJ/mol): 675.4